one.
{"formula": "C6H11NO2", "method": "the ωB97M-V functional and the def2-TZVPD basis", "orbital_gap_ev": [7.654, 7.650], "spin_multiplicity": 1, "e_lumo_ev": [-1.1, -1.1], "species": ["C", "C", "C", "C", "C", "C", "N", "O", "O", "H", "H", "H", "H", "H", "H", "H", "H", "H", "H", "H"], "xyz": [[0.4822, 0.2578, -0.2941], [-0.8877, -1.4084, 0.7097], [-1.1361, -0.2460, -0.0440], [-1.7541, 0.9218, 0.7120], [-1.7011, -0.4167, -1.4442], [3.2053, 0.4010, 0.3653], [1.1988, -0.8039, -0.0960], [0.6779, 1.4160, -0.5384], [2.5687, -0.6654, -0.2979], [-0.7400, -1.3538, 1.7743], [-0.7843, -2.3708, 0.2432], [-1.2816, 1.0496, 1.6826], [-2.8170, 0.7335, 0.8606], [-1.6369, 1.8424, 0.1445], [-1.5477, 0.4931, -2.0197], [-2.7725, -0.6116, -1.3860], [-1.2218, -1.2464, -1.9587], [2.9662, 0.4091, 1.4359], [2.9096, 1.3626, -0.0708], [4.2723, 0.2360, 0.2217]], "mulliken_charge": [0.495, -0.896, 1.632, -1.519, -1.588, -0.599, -0.308, -0.569, -0.312, 0.302, 0.301, 0.403, 0.407, 0.319, 0.340, 0.404, 0.422, 0.243, 0.254, 0.268]}

two.
{"formula": "C6H11NO2", "method": "the ωB97M-V functional and the def2-TZVPD basis", "orbital_gap_ev": 9.250, "spin_multiplicity": 1, "e_lumo_ev": 0.7, "species": ["C", "C", "C", "C", "C", "C", "O", "N", "O", "H", "H", "H", "H", "H", "H", "H", "H", "H", "H", "H"], "xyz": [[0.9623, 0.3270, -0.0232], [-0.0474, 0.9831, -0.9725], [1.8734, 1.3269, 0.6899], [-0.8250, -1.6751, -0.6749], [0.0501, -0.3831, 0.9757], [-1.3451, 0.2749, -0.7861], [0.7008, -1.2511, 1.7857], [-2.4990, 0.5292, -1.0827], [-0.9830, 0.2174, 1.3725], [0.1421, -1.4008, 2.5629], [1.5653, -0.4157, -0.5449], [-3.2789, -0.0465, -0.7972], [0.2497, 0.9041, -2.0181], [-0.2189, 2.0328, -0.7156], [2.4511, 1.8968, -0.0402], [2.5646, 0.8038, 1.3511], [1.2829, 2.0239, 1.2863], [-1.1185, -1.7841, -1.7212], [-1.6062, -2.0838, -0.0340], [0.0796, -2.2797, -0.6133]], "mulliken_charge": [0.606, -0.743, -1.657, -1.292, 0.316, 0.487, -0.462, -0.673, -0.587, 0.386, 0.343, 0.269, 0.321, 0.344, 0.396, 0.382, 0.396, 0.430, 0.329, 0.408]}

Energies relative to the most stable structure are one 1.531; two 0.000, reported in eV.

one.
{"formula": "C6H8N2", "method": "the ωB97M-V functional and the def2-TZVPD basis", "orbital_gap_ev": 8.704, "smiles": "CC/N=C1\\C=CC=N1", "spin_multiplicity": 1, "e_lumo_ev": -0.9, "species": ["C", "C", "N", "C", "C", "C", "C", "N", "H", "H", "H", "H", "H", "H", "H", "H"], "xyz": [[2.9625, -0.3186, 0.0205], [1.5853, 0.1739, -0.0071], [0.4410, -0.7471, -0.1958], [-0.7544, -0.3327, -0.1568], [-1.4901, 0.9504, -0.2141], [-2.8523, 0.6100, 0.0430], [-2.8432, -0.8996, 0.1059], [-1.6586, -1.4519, -0.1524], [3.6818, 0.5722, 0.1077], [3.3578, -1.1036, -0.7555], [2.9610, -0.9977, 0.9765], [1.4525, 0.8397, -0.8697], [1.3078, 0.8086, 0.9141], [-0.7522, 1.9240, -0.0726], [-3.5922, 1.3918, 0.0113], [-3.8067, -1.4194, 0.2448]], "mulliken_charge": [-1.078, -0.182, -0.404, 0.513, -0.174, -0.399, -0.217, -0.519, 0.294, 0.287, 0.249, 0.342, 0.267, 0.242, 0.402, 0.376]}

two.
{"formula": "C6H8N2", "method": "the ωB97M-V functional and the def2-TZVPD basis", "orbital_gap_ev": 9.666, "smiles": "C1=C\\C/C=N/N=C\\C/1", "spin_multiplicity": 1, "e_lumo_ev": 0.5, "species": ["C", "C", "C", "C", "N", "N", "C", "C", "H", "H", "H", "H", "H", "H", "H", "H"], "xyz": [[-0.2603, 1.2363, 0.0423], [-1.4304, 0.6984, -0.0232], [-1.7906, -0.8343, 0.0308], [-0.5800, -1.6703, -0.0829], [0.4071, -1.6589, 0.6549], [1.6279, -1.5722, -0.1056], [1.8850, -0.2640, -0.3553], [1.3987, 1.0074, 0.3146], [-0.2035, 2.4373, -0.2101], [-2.3697, 1.2697, -0.4007], [-2.4915, -1.0069, 1.1020], [-2.5567, -0.9146, -0.7750], [-0.1837, -1.9416, -1.0100], [2.9358, 0.0896, -0.6225], [1.7187, 1.2055, 1.5390], [1.8932, 1.9187, -0.0983]], "mulliken_charge": [-0.344, -0.053, -0.358, -0.369, -0.339, -0.438, 0.027, -0.531, 0.077, 0.228, 0.233, 0.312, 0.612, 0.279, 0.283, 0.381]}

Energies relative to the most stable structure are one 0.000; two 3.138, reported in eV.

one.
{"formula": "C6H8N2", "method": "the ωB97M-V functional and the def2-TZVPD basis", "orbital_gap_ev": 8.517, "smiles": "C1=C\\C/N=C\\N\\C=C/1", "spin_multiplicity": 1, "e_lumo_ev": 0.7, "species": ["C", "C", "C", "N", "C", "N", "C", "C", "H", "H", "H", "H", "H", "H", "H", "H"], "xyz": [[-1.1727, 1.3416, -0.2059], [0.0828, 1.6329, -0.2183], [1.2129, 1.0443, 0.5370], [1.9204, -0.0554, -0.1642], [1.3006, -1.1234, -0.3243], [-0.0729, -1.4936, 0.0906], [-1.3720, -1.1831, 0.0792], [-1.8291, 0.0193, 0.0647], [-2.0284, 2.0728, -0.5793], [0.2794, 2.7102, -0.6670], [1.8163, 1.8687, 0.8970], [0.5165, 0.4084, 1.2777], [1.9004, -2.0282, -0.6264], [0.0210, -2.4510, 0.1281], [-1.9517, -2.3039, 0.2210], [-2.8203, 0.1766, 0.2700]], "mulliken_charge": [-0.073, -0.188, -0.538, -0.485, 0.103, -0.271, 0.074, -0.645, 0.195, 0.172, 0.313, 0.336, 0.273, 0.206, 0.131, 0.396]}

two.
{"formula": "C6H8N2", "method": "the ωB97M-V functional and the def2-TZVPD basis", "orbital_gap_ev": [7.943, 7.945], "spin_multiplicity": 1, "e_lumo_ev": [0.1, 0.1], "species": ["C", "C", "C", "C", "C", "N", "C", "N", "H", "H", "H", "H", "H", "H", "H", "H"], "xyz": [[0.2451, -1.9892, -0.9718], [0.3163, -0.1902, 2.1233], [0.0874, -0.6940, -0.3250], [0.0734, 0.0786, 0.6670], [-0.5652, 1.4717, -2.1848], [-0.3527, 0.3222, -2.2109], [-0.2630, 1.7848, 0.5455], [-0.2853, 2.5442, 1.4547], [-0.6704, -2.2899, -1.4842], [0.4866, -2.7401, -0.2116], [1.0475, -1.9673, -1.7112], [-0.5641, 0.1082, 2.6943], [0.5377, -1.2425, 2.3029], [1.1454, 0.4293, 2.4684], [-0.4388, 1.9372, -0.5671], [-0.8000, 2.4370, -2.5895]], "mulliken_charge": [-1.254, -1.359, 0.430, 0.672, -0.030, -0.464, 0.483, -0.646, 0.292, 0.356, 0.292, 0.344, 0.360, 0.344, -0.184, 0.364]}

Energies relative to the most stable structure are one 0.000; two 1.615, reported in eV.

one.
{"formula": "C6H8N2", "method": "the ωB97M-V functional and the def2-TZVPD basis", "orbital_gap_ev": 8.363, "spin_multiplicity": 1, "e_lumo_ev": 0.7, "species": ["C", "C", "C", "C", "C", "C", "N", "N", "H", "H", "H", "H", "H", "H", "H", "H"], "xyz": [[-1.5026, 1.2788, -0.7970], [-0.6223, 2.1443, -0.1355], [-1.1566, 0.0096, -0.8905], [0.3689, 1.5724, 0.6751], [-0.0897, -0.5168, -0.0963], [0.4186, -1.9145, -0.1421], [1.9931, -0.5857, 1.5300], [0.6717, 0.3384, 0.5421], [-2.2960, 1.6832, -1.3644], [-0.9204, 3.0964, 0.0900], [-1.6814, -0.7997, -1.4010], [0.9266, 2.2831, 1.2566], [-0.3950, -2.6974, -0.4568], [1.2254, -1.9169, -0.8362], [0.7553, -2.0957, 0.8917], [2.4285, 0.1274, 2.0093]], "mulliken_charge": [-0.162, -0.824, -0.688, 0.135, 0.803, -1.159, -0.476, -0.207, 0.420, 0.412, 0.314, 0.342, 0.338, 0.275, 0.411, 0.066]}

two.
{"formula": "C6H8N2", "method": "the ωB97M-V functional and the def2-TZVPD basis", "orbital_gap_ev": 9.181, "smiles": "C#C/C(=N\\C)NC=C", "spin_multiplicity": 1, "e_lumo_ev": 0.9, "species": ["C", "C", "C", "N", "C", "N", "C", "C", "H", "H", "H", "H", "H", "H", "H", "H"], "xyz": [[2.4677, -1.4340, 1.2611], [1.5396, -0.8230, 0.7649], [0.3999, -0.1408, 0.1145], [-0.7414, 0.1426, 0.5726], [-1.0512, -0.3961, 1.9564], [0.7405, 0.2346, -1.1973], [-0.1320, 0.9009, -2.0635], [-1.3660, 1.3985, -1.8317], [3.2732, -1.9561, 1.7955], [-2.1351, -0.5877, 2.0972], [-0.7055, 0.2996, 2.7185], [-0.4689, -1.3613, 2.1049], [1.4763, -0.2253, -1.6490], [0.3020, 1.0221, -3.0808], [-1.7382, 1.3593, -0.8254], [-1.8608, 1.5668, -2.7378]], "mulliken_charge": [0.380, -0.781, 0.413, -0.465, -0.863, -0.178, -0.107, -0.800, 0.412, 0.280, 0.295, 0.256, 0.241, 0.275, 0.339, 0.302]}

three.
{"formula": "C6H8N2", "method": "the ωB97M-V functional and the def2-TZVPD basis", "orbital_gap_ev": 8.146, "smiles": "C=c1cc(N)c(=C)[nH]1", "spin_multiplicity": 1, "e_lumo_ev": 0.9, "species": ["C", "C", "C", "C", "N", "C", "C", "N", "H", "H", "H", "H", "H", "H", "H", "H"], "xyz": [[2.4983, 1.0360, 0.7463], [1.3711, 0.4226, 0.3296], [1.1159, -0.6455, -0.6393], [-0.2122, -0.7999, -0.8486], [-1.0962, -1.6319, -1.4421], [-0.9742, 0.4206, 0.1833], [-2.2467, 0.6420, 0.3993], [0.1522, 0.9003, 0.8384], [2.4506, 1.5154, 1.6459], [3.5104, 0.7957, 0.2485], [1.9065, -1.2694, -1.1809], [-0.7520, -2.5093, -2.0074], [-2.0519, -1.5605, -1.1840], [-2.5202, 1.5033, 0.9889], [-3.0125, -0.0779, 0.0217], [0.2967, 1.7973, 1.4580]], "mulliken_charge": [-1.062, 0.674, -0.975, 0.766, -0.421, 0.352, -0.956, -0.245, 0.343, 0.209, 0.238, 0.227, 0.162, 0.272, 0.136, 0.280]}

four.
{"formula": "C6H8N2", "method": "the ωB97M-V functional and the def2-TZVPD basis", "orbital_gap_ev": 9.949, "smiles": "N#C[C@@H]1[C@H]2CNC[C@@H]12", "spin_multiplicity": 1, "e_lumo_ev": 0.8, "species": ["N", "C", "C", "C", "C", "N", "C", "C", "H", "H", "H", "H", "H", "H", "H", "H"], "xyz": [[-3.2726, 0.0161, -0.1065], [-2.1306, -0.0153, -0.2507], [-0.6810, -0.0901, -0.3729], [0.1224, -0.6291, 0.6838], [1.3810, -1.2152, 0.1126], [1.8631, 0.0022, -0.6474], [1.4770, 1.1459, 0.0752], [0.0563, 0.8362, 0.4584], [-0.4888, -0.3145, -1.5111], [-0.4893, -1.1970, 1.5170], [2.1511, -1.3978, 0.8695], [1.3440, -2.0647, -0.5746], [2.8679, -0.0462, -0.8532], [2.0476, 1.2336, 1.0180], [1.6436, 2.0230, -0.6329], [-0.5594, 1.4401, 1.2059]], "mulliken_charge": [-0.489, -0.132, 0.446, -0.154, -0.768, -0.440, -0.606, -0.351, 0.327, 0.323, 0.354, 0.298, 0.244, 0.311, 0.303, 0.334]}

Energies relative to the most stable structure are one 2.526; two 1.213; three 0.616; four 0.000, reported in eV.